Version w
Below is 2 unconnected molecules or ions with the total composition C4H9N, with properties calculated with the ωB97M-V functional and the def2-TZVPD basis.

```
! RIJCOSX wB97M-V def2-TZVPD def2/J DEFGRID3
* xyz 0 1
C 3.1276 -1.9022 -1.4340
C 2.5498 -0.9070 -2.1886
N 3.1103 0.4108 -2.6349
H 4.2130 -2.3491 -1.5897
H 2.4878 -2.6617 -0.8923
H 1.5537 -0.8388 -2.5205
H 2.2895 1.0852 -2.9628
H 3.4783 0.7750 -1.7244
C -4.0244 0.3668 2.7206
C -3.6932 1.7030 2.4910
H -4.7903 0.1686 3.3959
H -3.3110 -0.3037 2.3898
H -4.1456 2.5151 3.0659
H -2.8454 1.9379 1.8841
*
```

Computed properties:
* SMILES: C=CN.C=C
* HOMO-LUMO gap: 9.4284 eV
* lowest unoccupied orbital energy: 0.90 eV


Version x
Below is a single C4H9N molecule, with properties calculated with the ωB97M-V functional and the def2-TZVPD basis.

```
! RIJCOSX wB97M-V def2-TZVPD def2/J DEFGRID3
* xyz 0 1
C 2.1171 -0.2874 -0.0739
C 0.6687 -0.1988 0.3882
N -0.1341 0.9603 0.0917
C -0.6011 -0.1871 -0.3644
C -2.0521 -0.3017 0.0473
H 2.1557 0.0472 -1.0828
H 2.4564 -1.2622 -0.3643
H 2.7079 0.4037 0.5283
H 0.5809 -0.4093 1.5821
H 0.0455 1.8134 -0.4224
H -0.3558 -0.2193 -1.3821
H -2.7914 -0.3861 -0.7719
H -2.4057 0.4392 0.7247
H -2.2500 -1.2984 0.5638
*
```

Computed properties:
* SMILES: C[C@H]1N[C@@H]1C
* HOMO-LUMO gap: 9.7764 eV
* lowest unoccupied orbital energy: 1.20 eV


Most stable one: version x, least stable one: version w.


Version w
Below is a single C4H9N molecule, with properties calculated with the ωB97M-V functional and the def2-TZVPD basis.

```
! RIJCOSX wB97M-V def2-TZVPD def2/J DEFGRID3
* xyz 0 1
C 0.3532 0.7188 -1.2895
C -0.0298 0.5137 -0.0291
C -0.2142 1.6162 0.9654
N -0.0507 -0.7652 0.5888
C -0.0773 -1.8960 -0.3101
H 0.3568 1.7249 -1.6739
H 0.3634 -0.0245 -2.0768
H 0.0966 1.3194 1.9607
H 0.3871 2.4886 0.7175
H -1.2637 1.9023 1.0256
H 0.7269 -0.7866 1.2353
H -0.9474 -1.8037 -0.9532
H 0.8408 -1.9881 -0.8964
H -0.1566 -2.8480 0.2151
*
```

Computed properties:
* SMILES: C=C(C)NC
* HOMO-LUMO gap: 9.5213 eV
* lowest unoccupied orbital energy: 1.12 eV


Version x
Below is a single C4H9N molecule, with properties calculated with the ωB97M-V functional and the def2-TZVPD basis.

```
! RIJCOSX wB97M-V def2-TZVPD def2/J DEFGRID3
* xyz 0 1
C 0.9262 -0.5452 -2.1468
C 0.4038 0.2709 -1.1622
C 0.5058 -0.2551 0.1926
C -0.7922 -0.2303 1.0229
N -0.9415 1.1745 1.5487
H 1.5791 -1.4866 -1.8598
H 0.5560 -0.5241 -3.3015
H -0.2684 1.1407 -1.4667
H 0.6220 -1.3704 0.0672
H 1.2799 0.1536 0.7721
H -0.7286 -0.9780 1.9033
H -1.6613 -0.4181 0.4227
H -1.6549 1.3862 2.2765
H 0.1741 1.6819 1.7310
*
```

Computed properties:
* SMILES: C=CCCN
* HOMO-LUMO gap: 10.0485 eV
* lowest unoccupied orbital energy: 1.22 eV


Most stable one: version w, least stable one: version x.